C11H10AlClNSe as an isolated structure in a non-equilibrium geometry. Source: the OMol25 dataset; level of theory: ωB97M-V/def2-TZVPD.

Last column: Löwdin charge in e.
Atoms and positions in Å:
1 C 0.88 -2.00 2.45  -0.16
2 C 0.95 -2.04 1.04  -0.16
3 C -0.39 -2.04 0.54  -0.18
4 H 1.85 -2.09 0.45  0.11
5 C -1.28 -1.95 1.64  -0.16
6 C -0.49 -1.95 2.83  -0.20
7 H -0.86 -1.86 3.83  0.10
8 H 1.71 -1.96 3.13  0.11
9 H -0.67 -2.03 -0.50  0.11
10 H -2.34 -1.90 1.60  0.10
11 Al -0.01 -0.01 1.55  0.49
12 Cl 0.80 1.39 3.26  0.65
13 C 0.11 2.93 -3.14  -0.23
14 C -1.12 2.29 -3.48  -0.23
15 C -0.81 1.05 -4.13  -0.23
16 H -2.10 2.67 -3.29  0.03
17 C 0.61 0.93 -4.19  -0.23
18 C 1.18 2.09 -3.57  -0.23
19 H 2.22 2.29 -3.46  0.03
20 H 0.21 3.87 -2.64  0.03
21 H -1.52 0.34 -4.51  0.03
22 H 1.16 0.11 -4.61  0.03
23 Se 0.00 0.00 6.63  0.63
24 C -0.02 -0.04 4.92  -0.97
25 N -0.06 -0.08 3.65  -0.52

Results
Charge: -1
Kohn-Sham gap (spin up / spin down) (eV): 4.2 / 3.1
Maximum force (hartree/bohr): 0.1274
Energy relative to the best compared isomer or geometry (same formula, charge and spin) (kcal per mole): 228.7